# C56H53Cl3N4O3OsP2SSe2

A structure of composition C56H53Cl3N4O3OsP2SSe2 (the ωB97M-V functional and the def2-TZVPD basis, OMol25).

```
125
Properties=species:S:1:pos:R:3:lowdin_charge:R:1
Os -0.0564 -0.3785 0.4325 1.295
O 0.1774 -0.1226 2.5866 -0.458
P 1.2086 0.1529 3.6567 0.788
C 2.7680 0.8019 2.9814 -0.269
P 3.3762 0.0559 1.4307 0.760
O 2.2090 -0.2383 0.5287 -0.497
C 4.4404 1.3036 0.7167 -0.282
C 3.8868 2.5503 0.4099 -0.101
C 4.6620 3.5243 -0.1914 -0.057
C 5.9935 3.2589 -0.4955 -0.048
C 6.5445 2.0210 -0.2045 -0.050
C 5.7711 1.0404 0.4027 -0.053
C 4.4125 -1.3444 1.8407 -0.311
C 4.4713 -2.4127 0.9480 -0.074
C 5.3206 -3.4795 1.2011 -0.049
C 6.1194 -3.4761 2.3358 -0.046
C 6.0860 -2.4005 3.2136 -0.052
C 5.2396 -1.3335 2.9643 -0.086
C 0.6034 1.4403 4.7517 -0.286
C -0.7766 1.5442 4.9299 -0.072
C -1.2897 2.4846 5.8089 -0.054
C -0.4307 3.3173 6.5143 -0.051
C 0.9428 3.2137 6.3423 -0.056
C 1.4623 2.2754 5.4635 -0.070
C 1.5173 -1.2881 4.6684 -0.277
C 0.4944 -2.2283 4.7805 -0.082
C 0.6432 -3.3094 5.6332 -0.058
C 1.8111 -3.4580 6.3696 -0.049
C 2.8294 -2.5203 6.2643 -0.053
C 2.6807 -1.4306 5.4213 -0.071
H 3.5576 0.8047 3.7335 0.061
H 2.5565 1.8490 2.7424 0.074
H 2.8406 2.7541 0.6184 0.095
H 4.2336 4.4894 -0.4268 0.114
H 6.6006 4.0225 -0.9629 0.117
H 7.5781 1.8159 -0.4476 0.116
H 6.2076 0.0760 0.6287 0.108
H 3.8412 -2.4158 0.0675 0.111
H 5.3585 -4.3107 0.5111 0.112
H 6.7804 -4.3098 2.5325 0.118
H 6.7270 -2.3897 4.0848 0.117
H 5.2470 -0.4868 3.6400 0.103
H -1.4434 0.8963 4.3726 0.111
H -2.3594 2.5664 5.9473 0.115
H -0.8330 4.0485 7.2026 0.117
H 1.6096 3.8629 6.8935 0.116
H 2.5367 2.2059 5.3419 0.105
H -0.4089 -2.1128 4.1934 0.111
H -0.1534 -4.0355 5.7277 0.114
H 1.9255 -4.3030 7.0354 0.116
H 3.7341 -2.6327 6.8463 0.116
H 3.4733 -0.6946 5.3704 0.097
Se 0.1231 2.0373 -2.6686 0.784
Se 2.0703 0.8335 -2.2927 0.762
C 1.0581 -0.7843 -2.5049 -0.658
C 1.2223 -1.4597 -3.7060 -0.096
C 0.3536 -2.4801 -4.0499 -0.033
C -0.6429 -2.8069 -3.1499 -0.031
C -0.6944 -2.1383 -1.9447 -0.131
N 0.1291 -1.1360 -1.5921 -0.090
C -0.0293 2.7031 -0.8840 -0.670
C -0.1257 4.0850 -0.7928 -0.097
C -0.2294 4.7016 0.4416 -0.024
C -0.2232 3.8901 1.5572 -0.026
C -0.1349 2.5224 1.3805 -0.147
N -0.0406 1.8924 0.1987 -0.065
H 1.9994 -1.1352 -4.3825 0.107
H 0.4473 -2.9903 -4.9991 0.130
H -1.3726 -3.5773 -3.3557 0.121
H -1.4385 -2.4121 -1.2222 0.064
H -0.1058 4.6668 -1.7033 0.104
H -0.3092 5.7775 0.5201 0.126
H -0.3099 4.2849 2.5604 0.119
H -0.2133 1.8827 2.2377 0.064
Cl -6.5051 -8.2358 -2.1968 0.722
C -5.0038 -7.7586 -1.4954 -0.658
C -4.7281 -6.4094 -1.3136 -0.085
C -3.5217 -6.0496 -0.7473 -0.027
C -2.5709 -6.9921 -0.3587 -0.207
C -1.2406 -6.5172 0.1853 -0.280
C -1.4424 -5.6851 1.4813 -0.023
N -0.6595 -4.4611 1.5421 -0.043
C 0.5976 -4.2891 2.0616 -0.011
C 0.9601 -3.0167 1.7567 -0.104
N -0.0411 -2.4133 1.0308 -0.061
C -0.9960 -3.3218 0.9269 -0.145
O -0.5416 -5.7202 -0.7619 -0.101
C -0.1648 -6.4611 -1.9348 -0.134
C 1.3034 -6.3687 -2.2003 -0.301
C 2.1209 -7.4549 -2.3203 -0.965
Cl 1.6875 -9.1030 -2.1326 0.685
S 3.7346 -7.0432 -2.7246 1.025
C 3.3415 -5.3764 -2.7206 -0.411
C 2.0335 -5.1632 -2.4250 -0.141
C -2.8841 -8.3333 -0.5564 -0.573
Cl -1.7797 -9.5927 -0.0934 0.740
C -4.0912 -8.7260 -1.1185 -0.111
H -5.4538 -5.6659 -1.6111 0.111
H -3.3013 -4.9954 -0.6143 0.110
H -0.6229 -7.3822 0.4348 0.115
H -1.1580 -6.3004 2.3327 0.142
H -2.4865 -5.4087 1.6148 0.133
H 1.1085 -5.0642 2.6055 0.139
H 1.8563 -2.5038 2.0312 0.086
H -1.9599 -3.1883 0.4671 0.127
H -0.7379 -6.0644 -2.7771 0.134
H -0.4299 -7.5130 -1.8287 0.086
H 4.0998 -4.6453 -2.9486 0.067
H 1.5884 -4.1809 -2.3595 0.088
H -4.3120 -9.7745 -1.2573 0.114
C -3.6278 -0.7295 -1.0417 -0.042
C -3.1875 0.1881 0.1097 -0.631
C -3.0479 1.6141 -0.4268 -0.047
C -4.2676 0.1739 1.1990 -0.056
C -1.9018 -0.3822 0.6813 -0.185
H -4.5938 -0.3898 -1.4198 0.101
H -3.7551 -1.7656 -0.7117 0.081
H -2.9145 -0.6986 -1.8647 0.074
H -4.0336 2.0056 -0.6836 0.100
H -2.4359 1.6362 -1.3282 0.047
H -2.6100 2.2793 0.3182 0.077
H -5.2262 0.4984 0.7920 0.093
H -4.0060 0.8494 2.0169 0.088
H -4.3984 -0.8275 1.6147 0.084
H -2.1635 -0.9808 1.5769 0.061
```

The charge is +2. The value obtained for the lowest unoccupied orbital energy is -0.1791 hartree. Its energy is -271166.100 eV. The spin multiplicity is 1. The value obtained for the gap between HOMO and LUMO is 7.57 eV.